No. 1
# C32H46BrN4O10Sr

A molecular structure, C32H46BrN4O10Sr at a distorted geometry (wB97M-V/def2-TZVPD, the Open Molecules 2025 dataset).

Its total charge is +1. For the HOMO-LUMO gap, the calculation gives 0.29438 hartree.

```
94
C32H46BrN4O10Sr wB97M-V/def2-TZVPD
C 2.2663 2.7274 -0.3941
H -3.1579 1.5727 -2.0077
H -4.6306 -2.4422 -3.8353
O -1.5784 -1.6765 2.4209
C -3.4579 4.8885 -2.4237
H -5.0478 -0.7304 -3.9993
C -4.2616 -1.4245 -3.7018
O -0.1870 0.5337 3.0521
C 0.2761 1.8045 3.4838
C 0.6379 -1.9889 -2.4696
H 3.0759 -3.4904 2.3846
C 3.9875 4.2946 0.2232
H 0.4918 -0.4604 4.7440
H -1.5685 -1.9490 -3.4829
H -3.2129 0.0795 3.9159
C 4.2365 4.5742 -1.1149
O -0.4215 -2.8008 -0.4730
O 4.5712 -0.1842 -0.2840
H 1.4043 1.4231 0.8811
C -1.8947 4.2581 -0.7689
C -3.7004 3.5342 -2.6335
H 1.6487 -1.5966 -2.4668
C 2.4648 -4.0842 -2.1714
H 6.9280 -1.1662 0.3621
H 4.5607 4.7912 0.9964
H -1.3515 -2.2968 4.3973
H -4.3850 2.1617 2.0069
C 2.5084 3.0054 -1.7348
H -1.6698 -0.1927 -3.6034
C -2.9846 2.6342 -1.8729
O -0.2321 -0.8657 -2.3321
H 5.3811 -4.3175 2.8225
H 7.3042 -3.1172 1.8113
C 5.2146 -3.4666 2.1761
H -2.3386 6.3126 -1.2731
H 0.2388 2.4746 2.6253
H -5.3060 -0.0812 -1.1763
H -3.1308 2.3616 3.2538
C -3.4643 -0.1797 2.8796
H -1.1840 0.0970 4.7907
H -4.5599 -0.1593 2.7987
C -3.0022 -1.5667 2.5240
C -3.3153 2.0635 2.2158
C -2.5368 5.2687 -1.4667
H -4.4234 3.1934 -3.3649
H 2.8224 3.1653 1.6318
O -2.4149 -0.7325 -0.6938
O -2.8701 0.7379 1.9914
C 1.2440 -4.9719 -0.1708
H 4.9981 5.2899 -1.3938
H 1.1392 -5.9784 -0.5743
C 4.7911 -1.2685 0.5068
H -3.3805 -2.2946 3.2456
O -4.0856 5.8766 -3.1014
N -2.0725 2.9630 -0.9463
C -2.6499 -0.9806 -1.8776
H 0.4700 -2.5280 -3.4058
H -5.8274 -1.6881 -1.7297
H 5.4172 0.2116 -0.5228
O 1.4086 -1.6358 1.7317
C 2.2926 -1.4773 0.8288
O 2.0123 -0.9551 -0.2969
H -4.6964 5.4998 -3.7449
N 1.3149 -4.0090 -1.2668
H 2.1526 -4.1602 -3.2124
H -3.3842 -1.8211 1.5368
C 0.4823 -2.9744 -1.3088
C 3.4885 3.9221 -2.0878
H 3.1212 -3.2221 -2.0436
H 0.3921 -4.7380 0.4567
C -0.8115 -1.7284 3.6370
H 3.0296 -4.9791 -1.9258
H 2.1570 -4.9198 0.4245
H -0.3719 2.2022 4.2693
C -1.5169 -1.0229 -2.9088
C 6.0844 -1.7001 0.7859
H 1.2991 1.7378 3.8652
C 6.2909 -2.7955 1.6051
H 1.1028 1.1248 -0.7401
C 3.0094 3.3782 0.5839
N 1.2382 1.8324 -0.0296
Sr -0.3510 -0.6716 0.5419
H -3.4156 -1.2695 -4.3610
H 1.9269 2.5018 -2.4994
H -2.7555 2.7125 1.5492
H 3.6694 4.1274 -3.1359
N -3.9005 -1.1830 -2.3082
H 0.0930 -2.2710 3.3869
Br -0.6785 4.8114 0.5820
H -4.6749 -1.5299 -0.3891
C 3.6935 -1.9317 1.0727
C -0.4189 -0.3469 4.1477
C 3.9318 -3.0137 1.9197
C -4.9899 -1.1131 -1.3398
```

---

No. 2
# C32H46NO7P3Pd

A molecular structure, C32H46NO7P3Pd (wB97M-V/def2-TZVPD, the Open Molecules 2025 dataset).

For the HOMO-LUMO gap, the calculation gives 0.25897 hartree.

```
90
C32H46NO7P3Pd wB97M-V/def2-TZVPD
C 1.1127 -5.0848 3.0903
H -0.9712 3.7613 -4.1227
C 0.1475 2.1892 3.9205
C 5.8731 -1.1552 3.4082
H 2.9145 2.7003 -1.4466
P -2.0047 -0.8756 -1.4352
C -3.7075 -1.1440 -3.6134
H 0.3667 4.3613 -2.1106
N 3.0971 -2.4965 -0.2529
H -3.8831 0.3137 -5.1558
C -0.3547 0.3485 5.3787
H 2.7160 -3.6807 2.9093
C -3.3225 0.5753 0.3490
C -0.3715 1.7124 5.1143
H -3.0809 4.9489 -3.5025
H 0.1238 3.2492 3.6999
C -2.9011 3.9210 -3.1870
C -1.0786 -4.2595 2.5671
H 2.7316 -0.6838 4.5292
C 2.7269 0.0431 -3.6729
O 3.1650 -2.8209 -1.5857
C -0.7047 4.5511 -2.1414
Pd 1.0317 -0.3890 -0.1235
H -0.7965 2.3999 5.8350
H 0.3498 -0.8629 -1.9602
H -3.3451 3.7756 -2.2008
C 5.5774 -1.4663 2.0943
H -3.7884 -2.0143 -4.2674
H -5.4005 -1.6750 -2.3882
O -1.2951 2.2322 -2.8086
C -3.1508 0.0214 -4.4003
H 0.1982 -1.5944 4.6693
H 1.0388 1.6723 2.0350
H 6.3811 -1.6834 1.4001
H -0.7630 -0.0333 6.3062
O -2.7972 -1.6119 -2.5947
O 0.2958 2.0090 -0.7770
H 5.0029 -1.7444 -0.4053
P 1.4404 -1.1299 1.9543
H -5.0202 0.0590 -2.3973
C 0.7156 -0.0605 3.2536
C 4.8316 -0.8886 4.2839
H -4.3674 2.3741 -0.1964
H -3.5435 -0.4219 0.7308
P -0.0555 1.5327 -2.1255
C 2.4948 1.4532 -3.1680
H 2.3818 -0.7032 -2.9558
H 6.9016 -1.1226 3.7430
C 4.2582 -1.5252 1.6335
H -5.7963 -0.6842 -3.8010
H -1.9777 2.2005 0.7829
H -5.3720 0.9121 -0.2712
C -0.2503 -5.2984 2.9765
H 2.9047 2.1663 -3.8842
H 4.0369 -2.5600 -1.9276
C -0.5450 -3.0170 2.2776
H 2.2237 -0.1133 -4.6275
O -1.7217 -1.8004 -0.3377
C 4.1236 -1.9257 0.2258
C -2.2264 1.2111 1.1714
H -2.9627 0.8806 -3.7571
H -1.3217 0.6030 1.1328
C 0.6777 1.3060 2.9912
C -1.4137 3.6445 -3.1300
H -1.1879 -2.2280 1.9089
C -5.0652 -0.8429 -3.0063
H -0.5937 -0.4167 -3.3176
H -2.1427 -4.4233 2.4515
H -2.2276 -0.2402 -4.9192
C -4.5773 1.4140 0.2794
H -3.3947 3.2530 -3.8928
C 3.1146 1.6922 -1.8055
H 5.0315 -0.6441 5.3195
C 1.6485 -3.8334 2.8107
O -2.8466 0.4130 -1.0330
H -2.5403 1.3066 2.2131
C 0.1895 -0.5329 4.4564
C 3.1982 -1.2266 2.5096
C 0.8254 -2.7871 2.4132
H 2.7409 0.9845 -1.0541
C 3.5229 -0.9196 3.8305
H -1.1026 4.4159 -1.1361
H 4.1944 1.5543 -1.8913
H 1.7690 -5.8901 3.3964
H 3.7970 -0.1139 -3.8247
H -0.8599 5.5874 -2.4470
C -0.5068 -0.2152 -2.2441
O 1.0688 1.7549 -3.2334
H -4.9373 1.6102 1.2908
H -0.6677 -6.2739 3.1932
```

---

No. 3
# C32H47AsClF6MnN4O6S3

A molecular structure, C32H47AsClF6MnN4O6S3 (wB97M-V/def2-TZVPD, the Open Molecules 2025 dataset).

The multiplicity is 5. As for the energy above the lowest of the compared OMol25 structures with the same formula, charge and spin: 0.0858 eV. Its total charge is +2. For the HOMO-LUMO gap (spin up / spin down), the calculation gives 0.18427 / 0.28257 hartree. Its expectation value of S² is 6.391.

```
101
C32H47AsClF6MnN4O6S3 wB97M-V/def2-TZVPD
H 4.1852 1.0986 6.0846
C -3.5854 4.7442 -2.4199
C 1.9961 0.9448 2.8780
H 2.5564 -2.8868 -3.1955
C 1.7837 -1.3633 3.8076
C 2.1650 -2.8508 3.7118
O -4.5278 2.0726 -1.0572
C 0.2021 -3.7261 2.3914
C 2.2152 -3.2318 -2.2181
C -1.2518 4.5726 -1.7883
H 3.0725 1.9176 5.0114
C -1.2006 3.2027 -4.7620
H 4.9858 -1.8668 4.1082
H 0.3937 0.1536 -6.0607
H -0.1713 -3.6641 -3.7879
O -2.6210 1.1048 0.1438
H -0.4858 -0.0738 1.7778
H 2.6355 1.8207 2.8449
C -1.3780 5.7347 -1.0495
H -4.6334 6.4379 -1.6515
H -1.1599 -3.7442 -2.3431
C 1.3230 1.1636 -0.5254
H -1.0141 2.3692 -5.4356
As -0.0753 -1.5539 -2.6059
H 0.8264 -1.2354 3.2912
H 5.6169 0.1595 2.8230
H 1.2003 1.1258 3.5987
H 1.8175 -3.3521 4.6181
F -4.1429 3.0583 1.7565
C -2.5899 6.4268 -0.9964
H -4.4491 4.3376 -2.9303
H -0.5217 6.1222 -0.5123
F -3.9907 -2.7974 1.2517
C 1.8773 -4.9764 0.5697
H 4.0728 -0.4261 1.7554
H 1.6657 -4.1631 -2.3487
H 1.5918 -1.0905 4.8457
H -3.4719 7.5817 0.5789
H 3.4798 -4.1376 1.7096
H -1.1013 -0.1308 -5.1592
H -1.7797 7.9764 0.2606
C -3.6855 5.9162 -1.6917
H -1.7296 3.9970 -5.2876
C 0.7335 -0.5375 -4.0565
C -2.2215 -3.0144 -4.1077
H 2.5238 -5.4939 -0.1259
C 5.0389 0.8125 3.4822
H -0.1645 -1.4867 -5.7920
N 0.1639 0.5242 -0.1891
C -0.0905 -0.5009 -5.3358
H 1.5687 1.4701 -1.5287
H 3.8933 -1.7341 5.5019
H 0.9519 -2.5809 -0.5635
O -1.3285 1.6623 -2.6844
F -2.1681 -1.8169 0.5930
N -4.7555 -0.2271 -0.0119
H 1.9780 -1.3068 -1.2263
O -3.1225 -0.8683 -1.8210
H -0.3059 4.0456 -1.8262
H -1.4120 -4.6202 1.2825
F -2.9204 -3.5500 -0.4746
H 5.7459 1.2120 4.2088
H -3.0379 -2.5319 -3.5801
O 3.2982 -0.9259 2.0390
N 1.4039 0.8781 1.5446
C -2.7218 7.6946 -0.2048
H 3.2435 -2.9689 3.6909
C -2.3616 4.0900 -2.4696
H -0.2769 3.5836 -4.3291
C 3.9333 0.0449 4.2250
F -4.2253 1.0519 2.5748
C 4.5841 -1.1868 4.8598
H -0.4611 -3.2855 3.1284
C 1.5818 -3.5834 2.5300
C 0.2571 0.3681 1.1351
C -3.2890 -2.4698 0.1962
O -5.2089 -2.1460 -1.5686
C -4.6655 1.8507 1.6159
C 2.7878 -0.3490 3.2343
H 2.5624 0.4672 5.8890
C 3.3924 0.9327 5.3555
C 1.3813 -2.1817 -1.4847
F -5.9767 1.9099 1.6235
C -0.3442 -4.4708 1.3576
H -3.0455 8.5146 -0.8465
H 0.8965 0.4642 -3.6570
S -4.0955 1.2008 -0.0187
H 4.6746 1.6598 2.8972
H 5.4168 -0.8617 5.4844
H 3.1013 -3.4480 -1.6232
Mn -1.4914 0.2116 -1.3291
C 0.5026 -5.0812 0.4458
S -2.2690 2.6322 -3.4511
C 2.4047 -4.2170 1.6053
Cl -0.1780 -5.9972 -0.8684
H -2.0303 -2.4655 -5.0272
H -2.5533 -4.0143 -4.3874
H 1.7109 -0.9953 -4.2217
C -0.9758 -3.1565 -3.2449
N 2.0957 1.3816 0.4986
S -4.2258 -1.3565 -0.9355
```

---

No. 4
# C32H47Cl3N3O3SSiTi

A molecular structure, C32H47Cl3N3O3SSiTi at a distorted geometry (wB97M-V/def2-TZVPD, the Open Molecules 2025 dataset).

The multiplicity is 2. As for the energy above the lowest of the compared OMol25 structures with the same formula, charge and spin: 7.6322 eV. For the HOMO-LUMO gap (spin up / spin down), the calculation gives 0.16942 / 0.16841 hartree. Its expectation value of S² is 0.753.

```
91
C32H47Cl3N3O3SSiTi wB97M-V/def2-TZVPD
C 1.5082 5.5052 2.9803
Cl -0.3405 0.0520 -0.9609
H -2.8099 2.5803 4.3039
C 0.9373 -1.6200 3.6196
H 0.2769 7.5942 2.3129
H 1.1236 2.6126 -4.9889
H -0.3844 3.5515 -1.9876
C 1.8347 -3.8012 4.1732
C -0.3063 -2.0053 4.1175
H -1.1747 0.2920 -5.4767
Cl 1.5649 2.7146 -0.7583
O 3.0242 0.2658 -0.4346
H 1.6179 6.4685 3.4803
H -1.7263 3.6458 6.3041
Si -0.4561 1.4986 -3.4903
H -1.5914 0.7964 3.0758
C -1.6644 0.8339 -4.6663
H -2.6528 -1.9152 -2.7826
H 1.1972 -4.5393 0.2198
H 3.3512 0.3001 -2.7992
H 3.2489 -3.3525 -0.9083
H -2.4296 -3.9482 -5.4997
H 0.7509 -4.5130 -5.5249
C -2.2040 -2.9354 -5.0860
C -1.2289 -3.0600 -3.9425
H -1.3643 3.8013 -3.4469
C 1.2349 2.1758 -3.9801
H -1.0005 6.8527 1.2696
C -1.7950 2.2977 4.6290
H 0.0997 -0.6060 1.2724
H 1.6340 4.7146 3.7233
H -1.8041 -2.3464 -5.9397
C -2.2587 -2.9316 -0.5037
N 0.3976 0.2854 1.7155
C -0.4454 -3.2392 4.7581
C -0.4989 6.8175 2.2557
Cl -2.2416 2.1254 0.5537
H 4.2306 -3.0519 -2.3844
S 1.2719 0.0932 3.1074
H 2.2822 5.4285 2.1989
C 0.0432 -3.3072 -1.1310
H 0.5523 -5.0418 5.4088
O 0.2909 3.3544 1.8608
H 0.5032 2.8095 7.1012
H -2.3854 0.1797 -4.1740
H -2.8938 -3.7331 1.3576
H -1.3968 -3.4958 5.2291
C -1.2138 -2.7767 -1.4009
C 3.1091 -0.7281 -3.0952
H -0.3746 -4.6208 -2.8159
H 2.8974 -2.2903 3.0271
N 2.8735 -1.5253 -1.8998
H -1.4184 4.4907 1.5465
C -1.1040 1.3141 3.8992
C 0.2225 1.0173 4.2231
C 0.6391 -4.1201 4.8348
H 0.6315 -5.8789 -4.4516
C 0.0456 -5.0578 -4.8957
N 0.1448 5.5228 2.4597
C 0.0779 2.4359 6.1731
C -0.4166 -4.1646 -3.8033
C -2.0606 -3.6344 0.6828
O -0.7389 -1.4032 -3.4083
H 2.1114 -1.4849 0.0458
H -3.2246 -2.5278 -0.7942
H -1.2317 7.0341 3.0473
H -0.7290 -5.4992 -5.5458
C -0.8195 -4.2196 0.9426
C 1.9797 -2.5632 3.5465
H 0.8044 -3.2522 -1.9190
H -1.1403 -1.3093 4.0341
H 3.9532 -1.1762 -3.6337
C -0.3860 4.4217 1.9174
H 2.0424 1.4383 -4.0015
H 2.2355 -0.7197 -3.7799
H -3.1393 -2.4512 -4.7631
H 1.5576 3.0066 -3.3235
H -0.6812 -4.8111 1.8489
C 0.7784 1.5050 5.4097
H 1.7503 1.1269 5.7109
C -1.1420 3.0743 -2.6367
Ti -0.0434 1.7289 0.4749
C 0.2289 -4.0570 0.0388
H 2.6639 -4.5024 4.1777
H 2.5470 -3.5401 -2.5540
H -2.2150 1.6749 -5.1015
C 3.2354 -2.9390 -1.9337
C -1.5823 -2.2415 -2.7410
H -2.0497 2.8957 -2.0416
C -1.1848 2.8731 5.7445
C 2.6709 -0.8752 -0.7044
```